No. 1
39
Properties=species:S:1:pos:R:3:nbo_charge:R:1 method="wB97M-V/def2-TZVPD" total_charge=+1 energy_ev=-22897.504 orbital_gap_ev=10.1836 homo_ev=-12.7
C -1.4614 0.7929 -1.0389 -0.249
N -0.6439 1.2566 0.0612 -0.692
C -0.3925 2.7158 0.0639 -0.214
C 1.0228 2.9651 -0.4958 -0.528
C 2.0163 2.0725 0.2062 0.448
O 2.7970 1.4060 -0.4413 -0.559
C -0.9148 -0.5915 -1.4900 -0.234
N 0.5908 -0.5198 -1.4934 -0.704
H -1.5582 1.3717 -1.9535 0.213
H -2.4823 0.5566 -0.7223 0.214
H -1.1375 1.0623 0.9290 0.412
H -0.4140 3.1290 1.0695 0.211
H -1.0981 3.2336 -0.5806 0.203
H 1.3561 3.9363 -0.0885 0.242
H 1.0576 3.0217 -1.5769 0.235
H 1.9583 1.9881 1.3004 0.133
H -1.1864 -1.3401 -0.7466 0.236
H -1.2533 -1.0449 -2.4172 0.218
H 0.8490 -0.2516 -0.5462 0.444
H 0.9574 0.1601 -2.1554 0.460
H 0.8939 -1.5029 -1.5937 0.468
H 0.0775 -1.7163 3.9134 0.495
H 0.5044 -1.1257 2.6311 0.479
O 0.0029 -0.8864 3.4221 -0.966
H -1.8884 -1.5460 2.1905 0.504
H -3.0588 -1.9256 1.2867 0.490
O -2.0969 -1.9412 1.3442 -0.975
H 3.0904 -2.1311 -0.9714 0.494
H 2.7709 -3.4096 -1.7365 0.500
O 2.4466 -2.5181 -1.5785 -0.971
H -1.5959 0.6296 3.3646 0.506
H -2.9115 1.5861 3.1886 0.495
O -2.4208 0.8121 2.9211 -0.997
H 0.8242 0.0941 -4.6261 0.489
H -0.6402 0.3797 -4.4687 0.486
O 0.2083 0.5518 -4.0458 -0.963
H -0.2714 -4.6030 1.2655 0.469
H -1.1913 -3.4964 1.7625 0.489
O -0.3337 -3.9262 1.9489 -0.977

---

No. 2
40
Properties=species:S:1:pos:R:3:nbo_charge:R:1 method="wB97M-V/def2-TZVPD" energy_ev=-34293.366 orbital_gap_ev=9.3040 homo_ev=-9.3
C 2.2601 -2.0104 -1.7668 -0.621
C 1.9683 -0.5122 -2.1248 -0.224
N 1.1669 0.2521 -1.1849 -0.685
C 0.8204 1.6949 -1.7160 -0.181
C 1.9768 2.6155 -1.6797 0.411
O 3.0895 2.1514 -1.9144 -0.499
C -0.3470 2.0523 -0.8347 -0.524
S -0.8518 3.6350 -1.5266 -0.072
H 3.0857 -2.3387 -2.3814 0.217
H 1.4935 -2.7445 -1.9820 0.205
H 2.5347 -2.1405 -0.6885 0.205
H 1.4858 -0.4900 -3.1029 0.189
H 3.0179 -0.0912 -2.2995 0.198
H 1.4515 0.2610 -0.1109 0.394
H 0.5852 1.5791 -2.8187 0.244
H 1.7220 3.5941 -1.2799 0.134
H -1.0883 1.2852 -0.8412 0.229
H 0.0809 2.1821 0.3007 0.226
H -2.2470 3.6827 -1.5872 0.162
O 0.6528 -2.5734 2.4799 -1.006
H 0.6523 -1.5745 2.7438 0.496
H 0.8141 -2.9481 3.2659 0.465
O 0.5519 -0.0272 2.3731 -0.942
H -0.0433 0.4211 2.9714 0.509
H 0.0069 -0.3425 1.7205 0.469
O 0.5901 -4.7372 0.9171 -0.969
H 0.8292 -4.0282 1.5123 0.487
H 1.3001 -4.7815 0.2087 0.465
O -2.5619 -1.5459 2.7052 -0.936
H -1.6954 -1.5938 2.2593 0.474
H -2.8948 -0.9303 1.9775 0.485
O -1.5527 -1.1036 0.2819 -1.018
H -1.0499 -1.9853 0.4586 0.506
H -0.9285 -0.7411 -0.4408 0.509
O -1.2700 0.3758 4.3593 -0.962
H -0.8720 -0.1524 4.9665 0.462
H -1.8274 -0.3181 3.8880 0.498
O -3.7482 -0.9561 -1.8002 -0.915
H -3.9043 -1.1598 -0.8396 0.468
H -3.1337 -0.2819 -1.6637 0.450

---

No. 3
49
Properties=species:S:1:pos:R:3:nbo_charge:R:1 method="wB97M-V/def2-TZVPD" multiplicity=2 total_charge=+2 s_squared=0.754 energy_ev=-37540.436 orbital_gap_ev="8.6021 / 3.8669" homo_ev="-14.8 / -14.8"
O -1.6278 1.6569 2.7702 -0.753
H -1.1332 1.4115 3.5556 0.522
H -1.3516 1.0578 2.0728 0.552
H -1.2712 2.4984 2.4766 0.552
O 0.8775 -0.9000 2.9768 -0.762
H 0.2543 -0.8038 2.2531 0.556
H 0.4933 -0.5933 3.8014 0.525
H 1.6371 -0.3396 2.8019 0.538
F -0.5498 0.1030 0.9453 -0.881
C 3.0363 0.7551 1.0863 0.800
O 2.8192 0.3969 2.2333 -0.716
N 2.2613 0.7208 0.0928 -0.812
N 4.2774 1.2489 0.7311 -0.824
H 2.4983 1.0573 -0.8296 0.402
H 1.3250 0.4286 0.3336 0.422
H 4.4916 1.4071 -0.2432 0.390
H 5.0346 1.1928 1.3972 0.428
C -2.8036 -2.1316 -1.2738 0.746
O -2.8187 -1.1642 -1.9283 -0.740
N -2.4252 -2.3050 -0.1375 -0.798
N -2.9123 -3.2530 -1.7957 -0.775
H -2.1791 -1.5647 0.5041 0.416
H -2.6723 -3.2245 0.1995 0.400
H -2.9642 -3.2409 -2.8043 0.415
H -2.8714 -4.1424 -1.3189 0.398
C -0.6210 0.8902 -3.2842 0.672
O 0.2799 1.2478 -4.0331 -0.061
N -0.3643 0.0550 -2.3757 -0.736
N -1.8579 0.9971 -3.4492 -0.714
H -1.0993 -0.1091 -1.7026 0.453
H 0.4942 -0.4762 -2.4040 0.429
H -2.4676 0.3751 -2.9377 0.472
H -2.1991 1.4798 -4.2682 0.434
C 1.1452 -3.4769 0.6639 0.736
O 2.1734 -4.0632 0.8160 -0.612
N 0.9912 -2.3645 -0.0871 -0.901
N 0.0124 -3.8706 1.0233 -0.810
H 0.0350 -2.0395 -0.1014 0.382
H 1.8338 -2.1046 -0.5796 0.418
H -0.7342 -3.2318 0.7897 0.357
H 0.0144 -4.4177 1.8722 0.418
C -0.1175 3.7975 0.5706 0.792
O -0.8716 3.7463 1.5222 -0.711
N 0.2303 4.9046 -0.0737 -0.806
N 0.3038 2.8119 -0.1746 -0.828
H -0.3114 5.7319 0.1315 0.423
H 0.7255 4.8935 -0.9539 0.390
H 0.0850 1.8592 0.0797 0.417
H 0.8944 3.0923 -0.9444 0.386

---

No. 4
42
Properties=species:S:1:pos:R:3:nbo_charge:R:1 method="wB97M-V/def2-TZVPD" total_charge=-1 energy_ev=-27574.261 orbital_gap_ev=9.5555 homo_ev=-6.7
C 1.6266 1.3501 2.0200 0.528
N 0.7051 0.6657 1.2915 -0.443
C -0.6724 0.9435 1.7840 -0.415
C 1.9697 0.8873 -0.9555 -0.635
C 0.8010 0.3097 -0.1567 -0.106
C 0.7904 -1.2082 -0.1941 -0.054
O -0.3124 -1.7995 0.4664 -0.772
O 2.7215 1.7262 1.6267 -0.665
H 1.3051 1.6157 3.0359 0.116
H -0.6916 1.8746 2.3373 0.186
H -1.3544 1.0101 0.9386 0.234
H -1.0491 0.0983 2.3574 0.221
H 2.8698 0.2647 -1.0211 0.199
H 2.3696 1.8131 -0.5623 0.251
H 1.5961 0.9978 -1.9743 0.218
H -0.0845 0.7098 -0.6491 0.257
H 0.7188 -1.5458 -1.2391 0.165
H 1.6648 -1.6473 0.2798 0.160
H -1.9708 2.6740 -0.7940 0.517
H -2.5137 3.3986 0.5615 0.454
O -2.0949 3.5177 -0.2896 -1.015
H -2.6008 -0.0970 -1.2473 0.517
H -2.7531 1.5866 -2.2086 0.444
O -2.0266 1.2214 -1.6882 -1.226
H 2.8692 -0.7139 1.4121 0.483
H 3.5909 -0.3411 2.6742 0.490
O 3.4307 -1.1071 2.0997 -0.951
H -3.5601 -0.3558 0.6577 0.503
H -4.2347 0.7452 1.5447 0.454
O -3.8983 -0.1567 1.5642 -0.986
H -0.3687 -1.7391 -3.5580 0.472
H 0.9878 -1.3174 -3.5902 0.464
O 0.4383 -1.9438 -4.0583 -0.933
H -0.5131 1.2549 -4.1163 0.467
H -1.3180 0.4170 -3.0442 0.510
O -0.7628 0.3645 -3.8724 -1.023
H 2.5598 -2.5915 2.3751 0.489
H 1.2069 -3.2228 2.0868 0.471
O 2.0125 -3.3795 2.5999 -0.985
H -3.1440 -1.5936 -1.2896 0.470
H -1.1514 -1.5801 0.0269 0.508
O -2.6732 -0.9927 -0.7134 -1.039

---

No. 5
41
Properties=species:S:1:pos:R:3:nbo_charge:R:1 method="wB97M-V/def2-TZVPD" total_charge=-1 energy_ev=-34311.958 orbital_gap_ev=7.8272 homo_ev=-5.3
C 0.7183 0.1522 2.2988 -0.433
N 1.1737 0.3038 0.8689 -0.689
C 0.1282 0.6715 -0.0594 -0.044
C 0.7109 1.2552 -1.4886 -0.456
C 1.0659 0.0984 -2.3817 -0.512
S 1.4777 0.7004 -4.0532 -0.056
C -0.8463 1.7858 0.5511 -0.045
O -0.1565 2.7160 1.2591 -0.827
H 1.4204 -0.6654 2.5014 0.190
H -0.2510 -0.2372 2.4633 0.180
H 0.9653 1.0013 2.9353 0.222
H 1.8328 1.0566 0.9157 0.390
H -0.5286 -0.1947 -0.3076 0.115
H -0.0720 1.9348 -1.9452 0.213
H 1.5432 1.9089 -1.0705 0.259
H 0.1886 -0.4792 -2.5786 0.209
H 1.8666 -0.5973 -2.0859 0.233
H 0.2859 0.8055 -4.5138 0.096
H -1.6023 1.2412 1.0781 0.132
H -1.2950 2.1599 -0.4434 0.111
H 3.0852 2.9229 -0.1186 0.493
H 3.6932 1.5922 -0.7345 0.428
O 4.0054 2.4970 -0.5499 -1.048
H 0.5869 -1.7276 0.1559 0.504
H -0.2700 -2.6057 -0.7707 0.504
O 0.1766 -2.6092 0.0617 -1.021
H -2.1030 -0.8686 -0.0426 0.457
H -3.0898 -1.6832 0.5053 0.503
O -2.9652 -1.1785 -0.3798 -1.010
H 0.8687 3.0070 0.7569 0.491
H 1.6857 4.3116 -0.1077 0.454
O 1.9896 3.5791 0.4479 -1.093
H -2.9774 -1.5957 2.8055 0.486
H -2.4403 -2.9685 2.1164 0.513
O -3.0634 -2.1545 2.0251 -1.005
H -0.7658 -3.9731 1.4310 0.496
H -0.4561 -2.7149 1.9454 0.504
O -0.9232 -3.4878 2.3024 -0.951
H -1.6729 -1.2430 -1.8715 0.484
H -2.4178 -2.5579 -1.7851 0.499
O -1.5721 -2.1591 -2.1367 -0.974

---

No. 6
41
Properties=species:S:1:pos:R:3:nbo_charge:R:1 method="wB97M-V/def2-TZVPD" energy_ev=-22375.494 orbital_gap_ev=8.5666 homo_ev=-8.2
C -1.7576 -2.0425 -1.0562 -0.439
N -0.9524 -1.0398 -0.3849 -0.473
C 0.4737 -1.2580 -0.5718 -0.260
C 1.3049 -1.0218 -1.9252 -0.254
N 2.2944 0.0386 -1.8460 -0.873
C -1.2336 0.2733 -0.9592 -0.221
C -2.4382 1.2411 -0.3569 -0.236
N -1.9534 2.6455 -0.2895 -0.852
H -2.4959 -1.7047 -1.7987 0.195
H -2.3555 -2.4183 -0.1635 0.201
H -1.1182 -2.7763 -1.5305 0.202
H 0.9108 -0.4563 0.1337 0.210
H 0.6430 -2.3651 -0.2173 0.221
H 1.9888 -1.8639 -2.1828 0.201
H 0.6012 -0.7860 -2.7726 0.163
H 3.2520 -0.1949 -1.7736 0.375
H 1.9305 0.7310 -1.2678 0.377
H -1.3915 0.2249 -2.0050 0.165
H -0.3412 0.8763 -0.8402 0.197
H -3.3072 0.9438 -0.9641 0.183
H -2.4906 0.9304 0.6712 0.182
H -2.6988 3.2048 -0.5554 0.354
H -1.2477 2.8638 -0.9506 0.368
O 0.8268 2.3554 -2.3933 -0.962
H 1.0186 1.8261 -3.1519 0.493
H 1.2952 3.1703 -2.4093 0.475
O 0.2118 1.9632 2.4822 -0.952
H -0.3211 2.3170 3.1686 0.472
H -0.2455 2.0329 1.6945 0.482
O 2.2515 -1.7342 2.2240 -0.960
H 2.4481 -2.5855 1.8081 0.479
H 1.3150 -1.5021 2.0661 0.480
O -1.5855 -0.7061 3.2758 -0.930
H -1.2585 0.0758 2.8851 0.474
H -0.9651 -0.9703 3.8363 0.454
O 2.7214 2.0670 0.6954 -0.943
H 2.4457 2.8498 0.2369 0.460
H 2.5869 2.2840 1.6499 0.488
O 0.1274 -3.3824 1.6618 -0.966
H 0.1590 -3.2267 2.6004 0.477
H -0.6491 -2.8799 1.2763 0.494